{
  "formula": "C24H28Br2ClF6O18",
  "method": "wB97M-V/def2-TZVPD",
  "homo_ev": -2.639,
  "lumo_ev": 1.064,
  "charge": -1,
  "symbols": ["Br", "Br", "Cl", "F", "F", "F", "F", "F", "F", "O", "O", "O", "O", "O", "O", "O", "O", "O", "O", "O", "O", "O", "O", "O", "O", "O", "O", "C", "C", "C", "C", "C", "C", "C", "C", "C", "C", "C", "C", "C", "C", "C", "C", "C", "C", "C", "C", "C", "C", "C", "C", "H", "H", "H", "H", "H", "H", "H", "H", "H", "H", "H", "H", "H", "H", "H", "H", "H", "H", "H", "H", "H", "H", "H", "H", "H", "H", "H", "H"],
  "positions_angstrom": [[4.623, -1.911, -6.209], [3.551, 1.550, -3.929], [1.428, 1.005, -7.950], [-0.787, -4.635, -3.723], [-4.932, -5.609, 1.028], [3.162, 12.017, 3.856], [1.033, 7.484, 2.535], [2.324, 2.470, -1.191], [-7.467, -10.486, 1.464], [2.125, 8.702, 6.662], [-0.827, -3.678, -0.445], [0.561, -1.862, -0.528], [-0.207, 12.363, 4.295], [-7.507, -9.529, 4.742], [1.658, 13.638, 4.211], [-1.121, -7.881, 0.853], [-0.389, 14.643, 4.316], [3.416, 3.688, 2.936], [-2.107, -6.745, 2.576], [1.860, 6.628, 5.735], [0.220, -3.154, -2.379], [3.151, 1.614, 2.009], [2.995, 3.454, 0.705], [-6.460, -9.005, 2.808], [-3.191, -6.952, 0.603], [1.704, 8.467, 4.431], [-6.119, -7.713, 4.659], [2.193, -0.667, -7.507], [-1.319, -4.549, -1.443], [1.870, 7.350, 3.588], [2.287, -0.883, -10.265], [2.399, -1.258, -3.809], [3.039, -1.180, -8.831], [-6.939, -10.326, 2.698], [1.464, 6.202, 4.447], [-0.259, -4.475, -2.489], [-7.999, -10.400, 3.744], [-4.130, -6.551, 1.574], [0.892, 11.495, 4.099], [3.203, 2.981, 1.966], [3.304, -0.410, -6.284], [-6.651, -8.666, 4.114], [1.912, 7.994, 5.692], [-2.059, -7.245, 1.303], [0.297, 13.635, 4.275], [2.755, 1.188, 0.721], [2.044, 12.326, 4.551], [3.161, 2.337, -0.138], [-3.286, -5.969, 2.656], [2.615, -0.011, -4.851], [0.029, -2.815, -1.073], [2.478, 0.219, -10.682], [-2.289, -4.184, -1.797], [-4.728, -7.414, 1.886], [-3.040, -4.916, 2.482], [4.197, 2.290, -0.489], [-8.127, -11.413, 4.135], [1.478, -1.939, -4.140], [3.265, -2.352, -8.804], [1.527, 0.413, -5.098], [1.970, 5.274, 4.168], [-3.751, -6.062, 3.641], [2.048, -0.768, -2.778], [0.780, 10.582, 4.690], [0.955, 11.223, 3.040], [-8.969, -10.035, 3.390], [1.673, 1.015, 0.714], [2.707, -1.600, -11.116], [4.110, -0.662, -8.831], [1.124, -1.103, -10.223], [-6.114, -11.031, 2.845], [0.382, 6.028, 4.439], [3.261, 0.260, 0.442], [2.906, 7.304, 3.237], [3.914, 0.553, -6.638], [0.566, -5.180, -2.342], [-1.447, -5.562, -1.052], [2.245, 12.268, 5.626], [3.363, -1.871, -3.555]],
  "forces_ev_per_a": [[-0.7, 0.7, 0.3], [-0.3, -1.1, -0.6], [0.8, -0.3, 0.4], [0.1, -0.1, -0.1], [-0.3, 0.0, -0.1], [0.3, 0.0, 0.0], [0.0, 0.1, -0.2], [0.1, 0.2, 0.2], [0.1, -0.1, -0.2], [-0.6, -1.5, -2.2], [0.7, 0.7, -0.2], [-1.3, -2.2, -1.1], [0.2, 1.2, 0.1], [0.9, 0.8, -0.3], [-0.8, -0.2, 0.4], [-2.2, 1.6, 1.0], [1.6, -2.4, -0.1], [-0.6, -1.3, -1.9], [0.2, -0.7, -1.1], [0.2, 1.4, 0.2], [-0.1, -0.2, 1.2], [0.3, 1.5, 0.4], [0.5, -0.3, 1.2], [0.0, -0.1, 0.9], [0.5, -0.4, 0.6], [0.4, -0.4, 0.7], [-1.2, -2.2, -1.4], [1.6, -1.8, 0.1], [-0.9, -0.9, 0.4], [-0.2, 0.0, -0.9], [0.1, -0.1, -0.7], [-0.8, 0.9, 1.1], [0.3, 0.3, -0.2], [-0.1, -0.3, -0.9], [-0.1, -1.4, -0.2], [0.0, -0.2, -1.0], [-0.9, -0.8, 0.4], [-0.7, 0.3, -0.3], [-0.4, -1.3, 0.0], [0.3, 1.1, 2.0], [-0.9, 3.2, -1.5], [1.0, 2.5, 1.8], [0.4, 1.1, 2.8], [2.7, -1.4, -0.7], [-2.1, 2.4, -0.1], [-0.3, -1.4, -0.3], [0.8, -0.1, -0.1], [-0.4, 0.0, -1.3], [-0.2, 0.7, 1.2], [-1.7, -1.8, -0.8], [1.2, 2.5, 1.3], [-0.6, -2.4, 1.2], [0.2, 0.0, -0.2], [-0.1, 0.2, -0.1], [-0.2, -0.1, -0.2], [-0.2, 0.1, -0.1], [0.1, 0.2, 0.1], [2.4, 1.5, 0.3], [-0.7, 2.6, 0.3], [2.6, -0.8, 0.4], [0.0, 0.2, 0.2], [0.2, -0.1, -0.1], [0.7, -1.0, -2.2], [-0.1, 0.3, -0.1], [0.2, 0.1, 0.1], [0.2, 0.0, -0.2], [0.1, 0.1, -0.2], [-0.7, 1.3, 1.8], [-1.9, -0.9, -0.4], [2.4, 0.6, 0.1], [-0.1, 0.1, -0.2], [0.1, 0.2, -0.2], [0.0, 0.2, 0.2], [-0.2, 0.1, -0.1], [-0.7, -2.0, 1.0], [-0.1, 0.0, -0.2], [0.1, 0.2, 0.1], [0.2, 0.0, -0.1], [-1.8, 1.2, -0.9]]
}